{
  "formula": "C4H7NO",
  "method": "ωB97M-V/def2-TZVPD",
  "symbols": ["O", "N", "C", "C", "C", "C", "H", "H", "H", "H", "H", "H", "H"],
  "xyz": [[1.49, -0.61, -0.86], [-0.58, -1.18, 0.12], [1.87, -0.45, 0.52], [-0.19, 1.22, -0.36], [-1.82, -1.01, 0.24], [0.21, -0.24, -0.39], [0.02, 1.75, -1.32], [-2.35, -0.18, -0.25], [-2.50, -1.87, 0.53], [0.51, 1.86, 0.22], [2.40, -1.18, 0.98], [-1.20, 1.28, -0.12], [2.14, 0.62, 0.71]],
  "largest_force_ev_per_a": 6.875,
  "multiplicity": 1,
  "e_lumo_ev": [0.2, 0.2],
  "homo_ev": [-7.947, -7.945],
  "smiles": "C=N[C@@]1(C)CO1",
  "relative_energy_kcal_mol": 120.3
}